[1]
Computed, not measured: the ion C4H11N2O with charge +1 at a distorted geometry, with the ωB97M-V functional and the def2-TZVPD basis.

```
18
C4H11N2O | the Open Molecules 2025 dataset | the ωB97M-V functional and the def2-TZVPD basis
O 1.659 -0.522 1.188
N -0.807 -0.022 1.436
N 1.787 -0.610 -1.079
C -2.262 0.226 1.647
C 1.174 -0.340 0.089
C 1.536 0.089 -2.320
C -0.288 0.114 0.037
H -0.493 -0.935 1.774
H 2.061 1.048 -2.409
H -2.880 -0.618 1.362
H -0.253 0.637 1.987
H -2.533 1.040 0.960
H 1.901 -0.544 -3.129
H 2.632 -1.144 -0.916
H 0.477 0.327 -2.410
H -2.382 0.648 2.643
H -0.481 1.145 -0.250
H -0.847 -0.540 -0.611
```

SMILES string: CNC(=O)C[NH2+]C
molecular weight: 103.14 g/mol
energy: -343.520688 a.u.
charge: +1
ΔE to the lowest compared entry with this formula, charge and spin: 114.1 kJ/mol
largest force on an atom: 1.58 eV/Å

Listed below, in e, are the natural (NBO) charges computed for each atom: -0.607, -0.489, -0.589, -0.426, 0.654, -0.418, -0.326, 0.456, 0.213, 0.248, 0.451, 0.228, 0.237, 0.427, 0.200, 0.249, 0.246, 0.245



[2]
Computed, not measured: the molecule C7H9N3O at a distorted geometry, with the ωB97M-V functional and the def2-TZVPD basis.

```
20
C7H9N3O | the Open Molecules 2025 dataset | the ωB97M-V functional and the def2-TZVPD basis
O -1.517 -1.512 -0.474
N 2.419 0.298 0.259
N -0.786 -0.494 -1.093
N 0.519 -0.433 -0.602
C -1.428 0.955 -0.822
C 1.390 -1.489 -0.470
C -0.807 1.952 -0.244
C 1.240 0.619 -0.125
C 0.609 2.047 0.109
C 2.529 -1.037 0.154
C -1.707 -1.475 0.970
H 1.261 -2.483 -0.900
H 3.502 -1.617 0.364
H 0.924 2.923 -0.531
H -2.005 -0.466 1.239
H -2.473 -2.164 1.003
H -0.954 -1.786 1.561
H 0.942 2.394 1.159
H -1.372 2.879 -0.203
H -2.287 0.888 -1.352
```

molecular weight: 151.17 g/mol
energy: -511.300726 a.u.
expectation value of S²: 2.01
charge: 0
ΔE to the lowest compared entry with this formula, charge and spin: 528.8 kJ/mol
largest force on an atom: 12.37 eV/Å
multiplicity: 3

Listed below, in e, are the natural (NBO) charges computed for each atom: -0.380, -0.468, 0.073, -0.242, -0.052, -0.122, -0.229, 0.342, -0.489, -0.085, -0.262, 0.229, 0.217, 0.254, 0.179, 0.202, 0.179, 0.261, 0.204, 0.188



[3]
Computed, not measured: the molecule C2H5N4P at a distorted geometry, with the ωB97M-V functional and the def2-TZVPD basis.

```
12
C2H5N4P | the Open Molecules 2025 dataset | the ωB97M-V functional and the def2-TZVPD basis
P -1.712 -2.360 1.778
N -0.546 1.238 1.284
N -1.139 -0.772 1.230
N 0.232 -0.803 0.471
N -1.433 0.402 1.613
C 1.678 1.034 0.001
C 0.435 0.454 0.537
H -1.650 -2.728 0.412
H 1.583 0.817 -1.064
H 1.590 2.164 0.177
H 2.593 0.585 0.395
H -0.474 -2.958 2.242
```

SMILES string: Cc1nnn(P)n1
molecular weight: 116.06 g/mol
energy: -639.496677 a.u.
charge: 0
ΔE to the lowest compared entry with this formula, charge and spin: 12.2 kJ/mol
largest force on an atom: 4.61 eV/Å

Listed below, in e, are the natural (NBO) charges computed for each atom: 0.526, -0.278, -0.326, -0.278, 0.037, -0.667, 0.291, -0.012, 0.238, 0.240, 0.243, -0.014



[4]
Computed, not measured: a cluster of 2 separate species, C5H10O in total, with the ωB97M-V functional and the def2-TZVPD basis.

```
16
C5H10O | the Open Molecules 2025 dataset | the ωB97M-V functional and the def2-TZVPD basis
O 0.610 0.298 -2.599
C -1.768 -0.076 0.196
C 0.520 0.163 1.372
C -0.402 0.629 0.302
C 0.920 -1.160 0.776
C 1.025 0.099 0.007
H 0.181 -1.888 0.443
H 0.094 0.244 -1.782
H 0.898 0.702 2.224
H -2.450 0.321 -0.565
H -1.693 -1.154 0.037
H 1.934 0.503 -0.436
H 1.066 1.141 -2.494
H 1.842 -1.598 1.149
H -2.270 0.061 1.165
H -0.505 1.714 0.204
```

SMILES string: C[C@H]1[C@H]2C[C@@H]12.O
molecular weight: 86.13 g/mol
energy: -271.649681 a.u.
charge: 0
ΔE to the lowest compared entry with this formula, charge and spin: 270.3 kJ/mol
largest force on an atom: 0.65 eV/Å

Listed below, in e, are the natural (NBO) charges computed for each atom: -0.938, -0.627, -0.247, -0.231, -0.397, -0.240, 0.199, 0.479, 0.227, 0.215, 0.213, 0.240, 0.457, 0.217, 0.217, 0.215



[5]
Computed, not measured: a cluster of 4 separate species, C2H12O3S2 in total, with the ωB97M-V functional and the def2-TZVPD basis.

```
19
C2H12O3S2 | the Open Molecules 2025 dataset | the ωB97M-V functional and the def2-TZVPD basis
S -0.700 -0.592 -2.176
S -0.516 0.916 -0.796
O 1.108 -3.800 -1.637
O 3.559 0.996 -1.816
O 0.149 3.598 2.462
C -1.848 0.656 0.395
C -1.644 -0.526 1.338
H -2.801 0.514 -0.111
H 0.973 3.182 2.739
H 0.039 -1.528 -1.571
H 0.108 4.394 3.012
H 0.373 -3.651 -1.031
H 3.437 1.342 -2.705
H 1.064 -4.736 -1.861
H 3.352 0.059 -1.891
H -1.833 1.624 0.916
H -1.439 -1.432 0.773
H -2.553 -0.660 1.925
H -0.827 -0.358 2.034
```

SMILES string: CCSS.O.O.O
molecular weight: 148.25 g/mol
energy: -1105.477543 a.u.
charge: 0
ΔE to the lowest compared entry with this formula, charge and spin: 63.0 kJ/mol
largest force on an atom: 0.46 eV/Å

Listed below, in e, are the natural (NBO) charges computed for each atom: -0.147, 0.110, -0.941, -0.938, -0.937, -0.541, -0.616, 0.215, 0.470, 0.116, 0.468, 0.468, 0.468, 0.475, 0.470, 0.237, 0.202, 0.210, 0.211



[6]
Computed, not measured: a cluster of 10 separate species, C40H70N10 in total at a distorted geometry, with the ωB97M-V functional and the def2-TZVPD basis.

```
120
C40H70N10 | the Open Molecules 2025 dataset | the ωB97M-V functional and the def2-TZVPD basis
N 3.736 2.391 6.430
N -3.005 -3.851 -4.796
N -4.748 4.120 3.105
N 1.136 1.190 -3.418
N 3.186 7.109 -1.316
N 8.651 -1.252 2.545
N 2.969 -0.067 0.261
N 2.285 -2.870 3.314
N -3.810 -2.521 -1.110
N -1.811 3.312 1.316
C -5.934 -5.166 -1.945
C -5.597 -3.794 -2.520
C 2.123 6.858 -0.957
C 1.497 0.737 3.857
C -0.703 -3.806 -2.168
C 2.776 2.636 5.877
C -3.585 0.486 3.140
C 0.676 4.671 -2.253
C 0.613 1.004 -0.045
C 5.754 0.580 3.700
C 1.523 2.260 3.788
C -2.684 3.581 0.619
C 3.594 -4.770 0.683
C 5.249 -0.706 3.069
C -1.084 -2.909 -3.322
C -2.152 -3.431 -4.159
C -3.771 3.908 -0.281
C 7.538 -1.265 2.276
C 1.941 1.416 -4.194
C -0.390 0.022 -0.629
C 1.537 2.919 5.154
C -4.734 -6.027 -1.591
C 0.349 5.099 -0.832
C 6.130 -1.276 1.943
C 2.983 1.700 -5.189
C -4.173 1.498 -1.070
C 2.831 -3.765 2.846
C 1.936 0.413 0.150
C -4.769 2.760 -0.469
C 2.474 1.459 -6.613
C -4.602 -3.074 -1.722
C 0.764 6.534 -0.522
C 2.222 -4.598 0.033
C -4.415 3.364 3.896
C -0.752 -1.084 0.340
C 3.547 -4.881 2.219
C -3.990 2.339 4.837
C -2.965 1.371 4.230
C 1.417 2.474 -7.025
C -0.452 -5.271 -2.535
H 0.719 2.549 5.776
H 0.674 6.738 0.545
H 2.055 0.452 -6.691
H -4.222 -5.690 -0.692
H 0.366 -5.393 -3.246
H 3.224 2.763 -5.092
H -4.968 0.768 -1.251
H -1.378 -1.918 -2.957
H -6.628 -5.071 -1.104
H -0.202 -2.687 -3.935
H 3.328 1.478 -7.292
H -5.235 -3.837 -3.548
H 5.082 -1.481 3.822
H 0.732 1.867 -0.703
H -2.581 0.715 5.011
H 5.827 1.382 2.961
H 1.855 3.462 -7.192
H -4.256 -0.234 3.612
H -6.554 -5.683 -2.687
H -5.297 2.557 0.461
H 4.263 -0.499 2.649
H -3.477 0.997 -0.393
H 4.189 -3.877 0.466
H 2.443 2.546 3.260
H 4.115 -5.607 0.221
H -1.556 -1.716 -0.028
H -1.053 -0.690 1.320
H -2.149 1.968 3.824
H -4.143 1.081 2.417
H -2.819 -0.087 2.623
H 0.736 4.375 -0.112
H 0.014 -0.402 -1.546
H 3.857 1.108 -4.923
H -4.842 1.828 5.290
H 2.303 -4.706 -1.052
H -6.489 -3.157 -2.527
H -3.383 4.298 -1.223
H 0.366 3.642 -2.450
H 0.538 0.393 4.264
H 1.827 -3.599 0.230
H 5.939 -0.659 1.060
H 1.425 4.001 5.070
H 5.803 -2.276 1.659
H 0.650 2.574 -6.256
H -5.069 -7.052 -1.420
H 0.952 2.176 -7.963
H 0.254 1.377 0.919
H 3.105 -5.819 2.567
H 2.302 0.360 4.485
H -0.242 -5.793 -1.601
H 1.473 -5.333 0.337
H -4.022 -6.063 -2.419
H -3.533 2.864 5.690
H 0.119 -3.403 -1.580
H 0.136 -1.670 0.610
H -1.364 -5.721 -2.930
H -1.303 0.574 -0.861
H 0.088 7.211 -1.053
H 1.742 4.743 -2.475
H 0.718 2.661 3.169
H -5.517 3.146 -1.169
H -4.325 4.748 0.157
H -3.689 1.680 -2.030
H -0.733 5.014 -0.708
H 6.729 0.468 4.174
H 1.558 0.285 2.868
H 0.128 5.283 -2.979
H -1.536 -3.867 -1.460
H 4.567 -4.868 2.619
H 5.043 0.898 4.464
```

SMILES string: CCCC#N.CCCC#N.CCCC#N.CCCC#N.CCCC#N.CCCC#N.CCCC#N.CCCC#N.CCCC#N.CCCC#N
molecular weight: 691.07 g/mol
energy: -2113.645497 a.u.
charge: 0
ΔE to the lowest compared entry with this formula, charge and spin: 40.1 kJ/mol
largest force on an atom: 1.71 eV/Å

Atomic partial charges in e from the Löwdin method, atoms 1 to 99: 0.156, 0.159, 0.164, 0.184, 0.144, 0.143, 0.169, 0.168, 0.178, 0.184, -0.260, -0.185, -0.240, -0.100, -0.270, -0.241, -0.088, -0.112, -0.195, -0.103, -0.264, -0.240, -0.242, -0.273, -0.190, -0.226, -0.192, -0.248, -0.209, -0.258, -0.192, -0.106, -0.268, -0.191, -0.175, -0.108, -0.229, -0.229, -0.253, -0.262, -0.219, -0.183, -0.115, -0.229, -0.096, -0.183, -0.191, -0.253, -0.107, -0.100, 0.118, 0.119, 0.110, 0.073, 0.078, 0.124, 0.072, 0.106, 0.110, 0.126, 0.109, 0.091, 0.103, 0.088, 0.107, 0.082, 0.077, 0.078, 0.110, 0.099, 0.066, 0.053, 0.100, 0.113, 0.108, 0.036, 0.060, 0.084, 0.057, 0.053, 0.099, 0.077, 0.120, 0.122, 0.071, 0.120, 0.119, 0.043, 0.072, 0.057, 0.114, 0.119, 0.097, 0.071, 0.073, 0.073, 0.092, 0.119, 0.069



Please write out number 1 again, unchanged.
Computed, not measured: the ion C4H11N2O with charge +1 at a distorted geometry, with the ωB97M-V functional and the def2-TZVPD basis.

```
18
C4H11N2O | the Open Molecules 2025 dataset | the ωB97M-V functional and the def2-TZVPD basis
O 1.659 -0.522 1.188
N -0.807 -0.022 1.436
N 1.787 -0.610 -1.079
C -2.262 0.226 1.647
C 1.174 -0.340 0.089
C 1.536 0.089 -2.320
C -0.288 0.114 0.037
H -0.493 -0.935 1.774
H 2.061 1.048 -2.409
H -2.880 -0.618 1.362
H -0.253 0.637 1.987
H -2.533 1.040 0.960
H 1.901 -0.544 -3.129
H 2.632 -1.144 -0.916
H 0.477 0.327 -2.410
H -2.382 0.648 2.643
H -0.481 1.145 -0.250
H -0.847 -0.540 -0.611
```

SMILES string: CNC(=O)C[NH2+]C
molecular weight: 103.14 g/mol
energy: -343.520688 a.u.
charge: +1
ΔE to the lowest compared entry with this formula, charge and spin: 114.1 kJ/mol
largest force on an atom: 1.58 eV/Å

Listed below, in e, are the natural (NBO) charges computed for each atom: -0.607, -0.489, -0.589, -0.426, 0.654, -0.418, -0.326, 0.456, 0.213, 0.248, 0.451, 0.228, 0.237, 0.427, 0.200, 0.249, 0.246, 0.245